(one)
7
Properties=species:S:1:pos:R:3 method="wB97M-V/def2-TZVPD" homo_lumo_gap_ev=8.414 lumo_energy_ha=-0.4693 charge=+2
Sn 0.6815 2.0015 -0.7427
O -1.1911 0.8443 1.1378
H -1.7426 0.2098 0.6800
H -1.4198 0.7387 2.0612
O 1.1651 -0.9026 -1.1794
H 0.5226 -1.4940 -0.7874
H 1.9843 -1.3976 -1.1695


(two)
7
Properties=species:S:1:pos:R:3 method="wB97M-V/def2-TZVPD" homo_lumo_gap_ev=8.972 lumo_energy_ha=-0.4618 charge=+2
Sn 2.0488 -0.9031 0.3896
O 0.4795 0.7012 -1.3360
H 0.8771 1.3184 -1.9719
H -0.3598 1.1130 -1.0806
O -0.6921 -0.7355 1.1060
H -1.1440 -1.5147 1.4682
H -1.2095 0.0208 1.4246


How do the energies compare? Relative to the most stable structure, in eV: (one) 0.339; (two) 0.000.


(one)
11
Properties=species:S:1:pos:R:3 method="wB97M-V/def2-TZVPD" homo_lumo_gap_ev=10.442 lumo_energy_ha=0.0244 charge=0
C -1.5520 -1.9383 1.1451
C -0.7613 -1.5616 0.1549
C -0.0953 -1.2110 -0.8982
Cl -0.9717 -0.5085 -2.3035
H -1.9884 -2.9252 1.4546
H -1.8098 -1.1283 1.7793
H 0.9237 -0.9299 -0.8690
C 2.0252 2.7169 0.1972
C 1.2050 2.4050 -0.6158
H 2.7711 2.8722 0.8319
H 0.2534 2.2086 -0.8763


(two)
11
Properties=species:S:1:pos:R:3 method="wB97M-V/def2-TZVPD" homo_lumo_gap_ev=10.428 lumo_energy_ha=0.0289 charge=0
C -0.0770 -1.2285 -1.9407
C 0.7864 -0.2633 -1.9289
C 1.3871 0.8243 -1.5809
Cl 0.7798 2.3834 -2.3316
H -0.7777 -1.3145 -1.0958
H -0.0911 -1.8833 -2.7848
H 2.2579 0.8114 -0.8967
C -0.2994 1.1357 2.1511
C -0.9745 1.1369 1.1701
H 0.1976 1.2097 3.0556
H -1.8246 0.9854 0.5861


How do the energies compare? Relative to the most stable structure, in eV: (one) 0.188; (two) 0.000.


(one)
9
Properties=species:S:1:pos:R:3 method="wB97M-V/def2-TZVPD" homo_lumo_gap_ev=7.667 lumo_energy_ha=-0.2873 charge=+1
C -1.0439 -0.4489 -0.1464
C -0.8498 1.0583 -0.1593
N -3.6335 0.1636 0.5429
O -4.5973 0.5082 0.0497
O -1.8033 1.7640 -0.3447
O 0.3587 1.4910 0.0420
S -2.5092 -1.1450 -0.2162
H -0.1804 -1.1057 -0.1866
H 1.0603 0.8417 0.1959


(two)
9
Properties=species:S:1:pos:R:3 method="wB97M-V/def2-TZVPD" homo_lumo_gap_ev=8.021 lumo_energy_ha=-0.2667 charge=+1
C -0.1849 0.4138 0.9072
C 0.8939 0.6687 -0.2251
N -0.4947 -2.0502 -0.4458
O -0.8766 -3.1325 -0.4116
O 1.9711 0.2818 0.0622
O 0.5113 1.3757 -1.3199
S -1.0704 -0.9167 1.1397
H -0.3952 1.3958 1.6154
H -0.3545 1.9636 -1.3221


How do the energies compare? Relative to the most stable structure, in eV: (one) 0.000; (two) 0.345.